Run a
Below is the molecule C4H8N2, with properties calculated with ωB97M-V/def2-TZVPD.

The geometry in ORCA input format:
```
! RIJCOSX wB97M-V def2-TZVPD def2/J DEFGRID3
* xyz 0 1
C -0.404 1.342 0.249
N -0.449 0.044 -0.404
C -1.207 -0.943 0.343
C 0.839 -0.408 -0.884
C 1.982 -0.169 0.035
N 2.861 0.074 0.747
H -1.396 1.574 0.647
H -0.133 2.122 -0.472
H 0.315 1.381 1.085
H -0.841 -1.122 1.368
H -1.204 -1.893 -0.201
H -2.247 -0.605 0.404
H 1.083 0.086 -1.832
H 0.800 -1.483 -1.085
*
```

Calculated values
Structure (SMILES): CN(C)CC#N
HOMO energy in eV: -9.173
Molecular weight in g mol⁻¹: 84.1
Kohn-Sham gap in eV: 10.028
Lowest unoccupied orbital energy in Eh: 0.0314

Run b
Below is the molecule C4H8N2, with properties calculated with ωB97M-V/def2-TZVPD.

The geometry in ORCA input format:
```
! RIJCOSX wB97M-V def2-TZVPD def2/J DEFGRID3
* xyz 0 1
C -1.249 -0.254 0.650
N 0.928 0.052 -0.520
C 0.178 0.196 0.650
C 0.543 -0.193 -1.821
C 0.743 0.780 1.706
N -0.363 -0.907 -2.316
H 1.829 0.509 -0.437
H -0.964 -1.389 -1.656
H 1.219 0.273 -2.538
H -1.740 0.089 1.557
H -1.778 0.153 -0.211
H -1.311 -1.342 0.617
H 0.202 0.916 2.624
H 1.765 1.117 1.695
*
```

Calculated values
Structure (SMILES): [H]/N=C\NC(=C)C
HOMO energy in eV: -8.435
Molecular weight in g mol⁻¹: 84.1
Kohn-Sham gap in eV: 9.355
Lowest unoccupied orbital energy in Eh: 0.0338

Run c
Below is a 2-piece molecular cluster, C4H8N2 overall, with properties calculated with ωB97M-V/def2-TZVPD.

The geometry in ORCA input format:
```
! RIJCOSX wB97M-V def2-TZVPD def2/J DEFGRID3
* xyz 0 1
C 2.094 -0.686 0.420
N 1.382 -1.362 1.227
C 0.301 0.253 -1.290
C -0.843 0.910 -0.781
C -1.408 -0.200 0.133
N -0.931 1.047 0.678
H 2.524 -1.168 -0.461
H 2.359 0.370 0.544
H 1.067 -0.744 1.977
H 0.081 -0.041 -2.330
H -1.610 1.401 -1.382
H -0.820 -1.080 0.383
H -2.476 -0.348 -0.031
H -1.718 1.648 0.914
*
```

Calculated values
HOMO energy in eV: -8.392
Molecular weight in g mol⁻¹: 84.1
Kohn-Sham gap in eV: 8.463
Lowest unoccupied orbital energy in Eh: 0.0026

In terms of stability, run b leads; the second structure lies 0.054 eV higher.

Run a
Below is the molecule C4H8N2, with properties calculated with ωB97M-V/def2-TZVPD.

The geometry in ORCA input format:
```
! RIJCOSX wB97M-V def2-TZVPD def2/J DEFGRID3
* xyz 0 1
C -1.304 0.944 -0.219
C -1.176 -0.569 -0.178
C 1.299 -0.166 0.711
N 2.030 -0.823 -0.307
C 0.775 1.048 0.600
N -0.105 1.856 0.295
H -1.472 1.231 -1.264
H -2.173 1.212 0.394
H -2.188 -0.632 -0.604
H -1.189 -1.070 0.800
H -0.483 -1.076 -0.864
H 1.233 -0.681 1.662
H 1.970 -0.322 -1.189
H 3.009 -0.873 -0.047
*
```

Calculated values
Structure (SMILES): CCN=C=CN
HOMO energy in eV: -8.194
Molecular weight in g mol⁻¹: 84.1
Kohn-Sham gap in eV: 9.147
Lowest unoccupied orbital energy in Eh: 0.0350

Run b
Below is the molecule C4H8N2, with properties calculated with ωB97M-V/def2-TZVPD.

The geometry in ORCA input format:
```
! RIJCOSX wB97M-V def2-TZVPD def2/J DEFGRID3
* xyz 0 1
C -1.361 -0.047 -0.727
N -2.114 1.186 -0.461
C 0.137 0.112 -0.790
C 0.985 -0.385 0.096
C 1.368 -1.109 1.296
N 2.340 -0.358 0.456
H -1.746 -0.457 -1.666
H -1.603 -0.774 0.056
H -2.181 1.744 -1.306
H 0.562 0.711 -1.595
H -1.599 1.742 0.226
H 1.531 -2.184 1.274
H 1.086 -0.718 2.273
H 2.596 0.537 0.868
*
```

Calculated values
Structure (SMILES): NC/C=C1\CN1
HOMO energy in eV: -8.773
Molecular weight in g mol⁻¹: 84.1
Kohn-Sham gap in eV: 9.780
Lowest unoccupied orbital energy in Eh: 0.0370

Run c
Below is the molecule C4H8N2, with properties calculated with ωB97M-V/def2-TZVPD.

The geometry in ORCA input format:
```
! RIJCOSX wB97M-V def2-TZVPD def2/J DEFGRID3
* xyz 0 1
C -0.865 -1.050 -0.645
C -0.062 0.005 0.089
C -0.255 1.412 -0.439
N 1.555 -0.393 0.181
C -0.035 -0.117 1.500
N -0.285 -0.151 2.652
H -0.641 -2.053 -0.268
H -0.640 -1.010 -1.717
H -1.938 -0.871 -0.510
H -0.026 1.442 -1.511
H 0.390 2.124 0.086
H -1.294 1.731 -0.299
H 2.217 0.275 0.502
H 1.832 -1.330 0.374
*
```

Calculated values
Structure (SMILES): CC(C)(N)C#N
HOMO energy in eV: -8.927
Molecular weight in g mol⁻¹: 84.1
Kohn-Sham gap in eV: 9.734
Lowest unoccupied orbital energy in Eh: 0.0297

In terms of stability, run c leads; the second structure lies 0.630 eV higher.

Run a
Below is the molecule C4H8N2, with properties calculated with ωB97M-V/def2-TZVPD.

The geometry in ORCA input format:
```
! RIJCOSX wB97M-V def2-TZVPD def2/J DEFGRID3
* xyz 0 1
C 1.200 -1.316 0.413
C 0.851 0.065 -0.150
C -0.547 0.562 0.240
N -0.787 1.862 -0.367
C -1.568 -0.454 -0.133
N -2.368 -1.230 -0.445
H 0.298 -1.918 0.569
H 1.725 -1.252 1.370
H 1.832 -1.870 -0.286
H 1.559 0.832 0.179
H 0.899 0.051 -1.246
H -0.603 0.676 1.329
H -0.800 1.763 -1.378
H -1.693 2.229 -0.094
*
```

Calculated values
Structure (SMILES): CC[C@@H](N)C#N
HOMO energy in eV: -10.374
Molecular weight in g mol⁻¹: 84.1
Kohn-Sham gap in eV: 11.325
Lowest unoccupied orbital energy in Eh: 0.0350

Run b
Below is the molecule C4H8N2, with properties calculated with ωB97M-V/def2-TZVPD.

The geometry in ORCA input format:
```
! RIJCOSX wB97M-V def2-TZVPD def2/J DEFGRID3
* xyz 0 1
C -1.985 -1.060 0.361
C -0.519 -1.383 0.106
N 0.110 -0.080 0.001
C 2.161 2.272 -0.670
C 1.921 1.059 -0.259
N 1.544 -0.073 0.056
H -2.325 -0.387 -0.433
H -2.086 -0.526 1.316
H -2.625 -1.944 0.394
H -0.096 -2.019 0.898
H -0.388 -1.901 -0.850
H -0.193 0.497 0.780
H 2.160 3.098 0.029
H 2.321 2.445 -1.729
*
```

Calculated values
Structure (SMILES): C=C=NNCC
HOMO energy in eV: -8.848
Molecular weight in g mol⁻¹: 84.1
Kohn-Sham gap in eV: 9.922
Lowest unoccupied orbital energy in Eh: 0.0395

In terms of stability, run a leads; the second structure lies 2.397 eV higher.

Run a
Below is the molecule C5H9Cl, with properties calculated with ωB97M-V/def2-TZVPD.

The geometry in ORCA input format:
```
! RIJCOSX wB97M-V def2-TZVPD def2/J DEFGRID3
* xyz 0 1
C 0.451 1.285 -2.045
C -0.461 0.235 -1.303
C 0.199 -0.429 -0.092
C -0.354 -0.565 1.081
C 0.208 -1.109 2.331
H 1.456 0.906 -2.403
H -0.050 1.778 -2.897
H 0.680 2.118 -1.373
H -1.406 0.673 -0.835
H -0.857 -0.485 -2.015
H 1.045 -1.116 -0.133
H 1.097 -1.733 2.216
H -0.544 -1.588 2.975
H 0.441 -0.227 2.929
Cl -1.904 0.256 1.563
*
```

Calculated values
Structure (SMILES): CC/C=C(/C)Cl
HOMO energy in eV: -9.444
Molecular weight in g mol⁻¹: 104.6
Kohn-Sham gap in eV: 10.353
Lowest unoccupied orbital energy in Eh: 0.0334

Run b
Below is the molecule C5H9Cl, with properties calculated with ωB97M-V/def2-TZVPD.

The geometry in ORCA input format:
```
! RIJCOSX wB97M-V def2-TZVPD def2/J DEFGRID3
* xyz 0 1
C -2.311 -0.142 0.092
C -0.799 -0.526 -0.236
C 0.252 0.467 0.218
C 1.524 -0.016 -0.361
C 2.707 0.121 0.166
H -2.332 -0.055 1.218
H -2.690 0.774 -0.245
H -3.007 -0.913 -0.164
H -0.729 -0.720 -1.296
H -0.487 -1.445 0.123
H 0.390 0.605 1.266
H 1.420 -0.662 -1.301
H 3.487 -0.428 -0.279
H 2.757 0.788 0.984
Cl -0.180 2.152 -0.185
*
```

Calculated values
Structure (SMILES): C=C[C@@H](Cl)CC
HOMO energy in eV: -10.142
Molecular weight in g mol⁻¹: 104.6
Kohn-Sham gap in eV: 11.127
Lowest unoccupied orbital energy in Eh: 0.0362

Run c
Below is the molecule C5H9Cl, with properties calculated with ωB97M-V/def2-TZVPD.

The geometry in ORCA input format:
```
! RIJCOSX wB97M-V def2-TZVPD def2/J DEFGRID3
* xyz 0 1
C -0.386 1.541 -0.474
C -0.091 0.039 -0.341
C 1.155 -0.477 -1.098
C -0.056 -0.322 1.042
C -1.071 -0.959 1.635
H -1.339 1.638 -0.024
H -0.345 1.707 -1.591
H 0.300 2.103 0.146
H -0.908 -0.475 -0.931
H 2.091 -0.220 -0.786
H 1.126 -1.643 -1.115
H 1.104 -0.172 -2.123
H -1.887 -1.313 1.014
H -1.103 -1.295 2.713
Cl 1.410 -0.150 1.933
*
```

Calculated values
Structure (SMILES): C=C(Cl)C(C)C
HOMO energy in eV: -9.282
Molecular weight in g mol⁻¹: 104.6
Kohn-Sham gap in eV: 10.192
Lowest unoccupied orbital energy in Eh: 0.0334

Run d
Below is the molecule C5H9Cl, with properties calculated with ωB97M-V/def2-TZVPD.

The geometry in ORCA input format:
```
! RIJCOSX wB97M-V def2-TZVPD def2/J DEFGRID3
* xyz 0 1
C 1.122 0.157 0.454
C 0.265 1.264 -0.145
C -1.120 0.601 -0.037
C -0.919 -0.844 -0.514
C 0.380 -1.204 0.235
H 1.196 0.390 1.561
H 0.455 1.468 -1.179
H 0.351 2.280 0.338
H -1.422 0.545 1.072
H -1.842 1.169 -0.617
H -0.645 -0.797 -1.607
H -1.736 -1.524 -0.324
H 0.078 -1.552 1.279
H 1.000 -1.922 -0.262
Cl 2.836 -0.033 -0.252
*
```

Calculated values
Structure (SMILES): ClC1CCCC1
HOMO energy in eV: -10.420
Molecular weight in g mol⁻¹: 104.6
Kohn-Sham gap in eV: 11.449
Lowest unoccupied orbital energy in Eh: 0.0378

In terms of stability, run d leads; the second structure lies 0.707 eV higher.